Formula: C5H10AgO3
Source: OMol25
Level of theory: wB97M-V/def2-TZVPD

XYZ file:
```
19
C5H10AgO3, DFT wB97M-V/def2-TZVPD
C -1.35567 1.74151 -1.63501
O -1.84813 1.39218 -0.35036
C -1.47671 0.12009 0.16586
H -0.64087 2.55580 -1.46745
H -0.82961 0.92586 -2.14994
H -2.19850 2.06652 -2.26481
H -1.91211 -0.08815 1.15272
H -1.36859 -0.65684 -0.60946
Ag -4.08891 1.12398 -0.17165
O 3.75437 -2.15327 0.24469
C 2.93020 -1.45763 0.78595
C 1.44175 -1.73294 0.70751
O 0.68197 -0.79815 1.42783
C 0.23548 0.31846 0.72127
H 3.22203 -0.56967 1.39389
H 1.26095 -2.72524 1.14890
H 1.14580 -1.78968 -0.35399
H 0.18161 1.17479 1.40362
H 0.86492 0.55238 -0.14955
```

Summary:
Highest occupied orbital energy (alpha / beta): -10.2 / -13.7 eV
Energy relative to the best compared isomer or geometry (same formula, charge and spin): 0.544 eV
Total charge: +1
Multiplicity: 3
E_LUMO (alpha / beta): -2.99 / -8.75 eV
HOMO-LUMO gap (alpha / beta): 7.22 / 4.91 eV

Formula: C30H26BrN4O4PdS3
Source: OMol25
Level of theory: wB97M-V/def2-TZVPD

XYZ file:
```
69
C30H26BrN4O4PdS3, DFT wB97M-V/def2-TZVPD
Pd -1.46436 0.60707 -1.69572
C 7.08086 0.52971 -3.78245
C 5.63778 0.31073 -3.41314
C 4.62928 0.44643 -4.35940
C 3.29881 0.22508 -4.02763
C 2.97349 -0.13954 -2.73320
C 3.96615 -0.27242 -1.77069
C 5.28849 -0.04959 -2.11326
S 1.27737 -0.45365 -2.27456
O 1.26023 -1.72609 -1.57422
O 0.59475 -0.43008 -3.56594
N 0.77942 0.67601 -1.27571
C 1.14334 2.04187 -1.69966
C -0.00839 3.02222 -1.91581
O 0.28762 4.19654 -2.08284
O -1.21348 2.56669 -1.88803
H 7.16822 1.07237 -4.72329
H 7.60212 -0.42338 -3.89736
H 7.60246 1.09776 -3.01117
H 4.88577 0.73534 -5.37226
H 2.50636 0.32763 -4.75550
H 3.68990 -0.55444 -0.76272
H 6.06361 -0.15273 -1.36198
H 1.73468 2.06768 -2.61909
H 1.77129 2.50170 -0.93119
S -3.53296 0.81719 -2.72950
C -4.55044 0.67606 -1.27791
C -4.90009 1.80604 -0.53646
C -5.71534 1.69957 0.58111
C -6.20650 0.46267 0.98189
C -5.86575 -0.67048 0.25369
C -5.04485 -0.56372 -0.86121
H -4.50281 2.76456 -0.84492
H -5.96874 2.58971 1.14455
H -6.84679 0.38283 1.85209
H -6.24320 -1.64150 0.55260
H -4.78572 -1.44616 -1.43317
S -0.94462 0.77889 5.53909
C -1.32861 0.93580 3.81075
C -0.48986 1.61780 2.93934
C -0.85512 1.69791 1.60441
N -1.98066 1.17252 1.12695
C -2.79234 0.54690 1.97033
C -2.50681 0.39101 3.32251
C 0.72346 0.18382 5.45646
C 1.09970 -0.83932 4.59424
C 2.41557 -1.26716 4.61421
N 3.34655 -0.77270 5.43147
C 2.96951 0.19861 6.25482
C 1.68349 0.71914 6.30183
H 0.43383 2.06284 3.28511
H -0.21897 2.19704 0.88203
H -3.70147 0.13741 1.54428
H -3.18098 -0.15059 3.97282
H 0.38630 -1.28228 3.91255
H 2.73992 -2.05295 3.94175
H 3.73919 0.59728 6.90693
H 1.43837 1.52786 6.97675
Br -1.37649 -6.01468 -1.05403
C -1.51302 -4.13558 -1.21504
C -1.89824 -3.57430 -2.41869
C -1.98725 -2.19645 -2.49209
N -1.71473 -1.40816 -1.45327
C -1.31188 -1.96053 -0.30985
C -1.21809 -3.32749 -0.13355
H -2.11595 -4.18160 -3.28414
H -2.29528 -1.69091 -3.39615
H -1.05034 -1.27309 0.48317
H -0.88778 -3.73673 0.80906
```

Summary:
Highest occupied orbital energy: -5.1 eV
Energy relative to the best compared isomer or geometry (same formula, charge and spin): 0.000 eV
Total charge: -1
E_LUMO: 2.09 eV
HOMO-LUMO gap: 7.19 eV

Formula: C30H35Cl2N2O2PPtS3
Source: OMol25
Level of theory: wB97M-V/def2-TZVPD

XYZ file:
```
76
C30H35Cl2N2O2PPtS3, DFT wB97M-V/def2-TZVPD
Pt -0.28886 -0.63551 0.53602
O 3.89713 -4.25016 -0.73034
C 4.56030 -3.20569 -0.20323
C 5.95222 -3.30094 -0.14655
C 6.70547 -2.27524 0.38524
C 6.09088 -1.12579 0.87586
C 4.71574 -1.02599 0.81705
C 3.92728 -2.04586 0.28031
C 2.45536 -1.84815 0.22836
O 1.97655 -0.71879 0.56959
N 1.73451 -2.86383 -0.20454
N 0.38349 -2.55819 -0.27637
C -0.35314 -3.53598 -0.66342
S -2.01624 -3.30264 -1.12530
C -2.39591 -5.07155 -1.12708
C -1.19466 -5.80180 -1.69335
S 0.29684 -5.14392 -0.89950
H 2.93570 -4.03187 -0.69739
H 6.41380 -4.20193 -0.52701
H 7.78323 -2.37099 0.42098
H 6.68045 -0.32370 1.29833
H 4.21244 -0.14680 1.19431
H -3.28599 -5.21172 -1.73980
H -2.60856 -5.38868 -0.10852
H -1.11680 -5.66312 -2.77122
H -1.23973 -6.86765 -1.47168
Cl -4.04993 1.39145 0.72383
C -4.57940 -0.25273 0.61220
C -5.83127 -0.49272 0.06850
C -6.34924 -1.77654 0.07943
C -5.63677 -2.79831 0.68646
C -4.38849 -2.53499 1.22287
Cl -3.60613 -3.82160 2.09339
C -3.78408 -1.27667 1.13372
S -2.16081 -1.03634 1.77343
H -6.39463 0.33543 -0.33704
H -7.32042 -1.97413 -0.35280
H -6.04617 -3.79502 0.76912
C 2.86279 2.02844 -0.64685
C 1.81150 2.48251 0.37129
C 2.23569 2.06606 1.78538
C 1.73732 4.01539 0.35710
P 0.13054 1.68949 0.03460
C -0.95055 2.72087 1.09197
C -1.59046 3.88768 0.67751
C -2.34498 4.64031 1.56504
C -2.45596 4.24773 2.89147
C -1.81730 3.09396 3.31900
C -1.08033 2.33430 2.42396
C -0.32736 1.86988 -1.78895
C 0.42750 0.77135 -2.55932
C -0.03055 3.20276 -2.48418
C -1.82668 1.57697 -1.90270
H 3.84613 2.33882 -0.28410
H 2.71352 2.50375 -1.61546
H 2.87690 0.94899 -0.77230
H 3.23263 2.47463 1.97128
H 2.27490 0.98474 1.90167
H 1.56558 2.48481 2.53767
H 2.74976 4.39298 0.52457
H 1.10566 4.39983 1.15704
H 1.38598 4.42793 -0.58533
H -1.51902 4.21919 -0.34498
H -2.84490 5.53482 1.21764
H -3.04066 4.83676 3.58548
H -1.90633 2.77002 4.34759
H -0.61031 1.41918 2.76651
H 1.47621 1.01375 -2.71330
H -0.04033 0.66506 -3.54132
H 0.37222 -0.19625 -2.05778
H 1.03251 3.43159 -2.50411
H -0.55730 4.04821 -2.05312
H -0.35977 3.11631 -3.52343
H -2.08640 0.61381 -1.45738
H -2.09047 1.54642 -2.96277
H -2.43185 2.34559 -1.42326
```

Summary:
Highest occupied orbital energy (alpha / beta): -6.9 / -7.8 eV
Energy relative to the best compared isomer or geometry (same formula, charge and spin): 0.000 eV
Multiplicity: 3
E_LUMO (alpha / beta): 0.33 / -1.56 eV
HOMO-LUMO gap (alpha / beta): 7.26 / 6.22 eV

Formula: CH2S2
Source: OMol25
Level of theory: wB97M-V/def2-TZVPD

XYZ file:
```
5
CH2S2, DFT wB97M-V/def2-TZVPD
C 0.29463 0.40912 -0.05809
H -0.86027 -1.52748 0.11911
H 0.11786 1.57263 0.07339
S -1.28903 -0.19467 -0.07146
S 1.73681 -0.25959 -0.06296
```

Summary:
Highest occupied orbital energy: -8.9 eV
Energy relative to the best compared isomer or geometry (same formula, charge and spin): 0.242 eV
E_LUMO: -0.24 eV
SMILES: S=CS
HOMO-LUMO gap: 8.71 eV

Formula: C32H96N4O22
Source: OMol25
Level of theory: wB97M-V/def2-TZVPD

XYZ file:
```
154
C32H96N4O22, DFT wB97M-V/def2-TZVPD
C 7.62132 -25.29018 -15.20872
C 8.19492 -24.68009 -16.49366
C 8.57682 -25.62494 -17.71661
O 9.21380 -24.89620 -18.65596
C 10.61522 -24.71824 -18.60537
N 7.29674 -23.70719 -17.02301
H 6.74944 -25.79150 -15.62895
H 7.36047 -24.66161 -14.35728
H 8.41084 -25.92178 -14.80149
H 9.10761 -24.12473 -16.27763
H 7.67846 -26.08061 -18.13302
H 9.19997 -26.49375 -17.50461
H 10.94748 -24.24365 -19.52867
H 11.08333 -25.70171 -18.56351
H 10.84436 -24.09933 -17.73787
H 7.79031 -23.69825 -17.90414
H 7.58944 -22.91677 -16.46653
C 8.72685 -22.30260 -7.10757
C 7.32845 -21.74060 -7.16906
C 6.28836 -22.86841 -7.42302
O 6.17260 -23.39326 -8.75516
C 5.29699 -24.50771 -8.81416
N 7.19001 -20.94849 -5.99389
H 9.58127 -21.62709 -7.14926
H 8.79486 -23.09514 -7.85279
H 8.93498 -22.87209 -6.20178
H 7.39325 -21.09493 -8.04485
H 5.27829 -22.45990 -7.39201
H 6.34879 -23.64644 -6.66202
H 5.82297 -25.27488 -8.24593
H 5.34192 -24.86962 -9.84134
H 4.33188 -24.47336 -8.30872
H 8.13029 -20.61732 -5.83169
H 6.94215 -21.40729 -5.12892
C 12.54688 -26.27366 -0.74835
C 13.35516 -25.88725 -1.92634
C 13.72982 -24.38257 -1.80535
O 12.91920 -23.79939 -2.73384
C 13.21426 -22.43218 -2.88514
N 14.55166 -26.61212 -1.86303
H 12.11432 -27.27260 -0.80412
H 11.64918 -25.68413 -0.93458
H 13.04611 -26.11501 0.20752
H 12.81301 -26.04044 -2.85946
H 14.75931 -24.18915 -2.10674
H 13.67852 -23.96533 -0.79968
H 13.20847 -21.93377 -1.91579
H 12.66836 -21.84039 -3.61991
H 14.25248 -22.22810 -3.14697
H 15.02260 -26.38133 -2.72619
H 14.17321 -27.54845 -1.85058
C 12.25047 -11.35385 -6.52442
C 10.91668 -11.81135 -6.00098
C 10.41938 -13.22313 -6.60482
O 9.28551 -13.93729 -5.99750
C 8.98056 -15.16620 -6.70452
N 11.13090 -11.88196 -4.51625
H 12.32699 -10.33054 -6.15688
H 12.24569 -11.39997 -7.61343
H 13.10342 -11.73103 -5.96023
H 10.14386 -11.08398 -6.24953
H 11.28652 -13.88087 -6.54541
H 10.31835 -13.13115 -7.68622
H 9.45583 -16.05442 -6.28824
H 9.23525 -15.03633 -7.75636
H 7.89243 -15.22115 -6.67219
H 10.63623 -12.66723 -4.11781
H 10.70481 -11.07650 -4.08062
C 8.27618 -28.74959 -3.71508
C 7.62325 -28.57822 -5.12041
O 6.22797 -28.98172 -5.08778
O 8.41586 -30.20854 -3.56105
H 7.85904 -28.35295 -2.78947
H 9.31662 -28.42467 -3.71328
H 8.04396 -29.37729 -5.73082
H 7.94486 -27.72255 -5.71412
H 5.65627 -28.28045 -5.40869
H 7.51713 -30.50610 -3.40187
C 7.02378 -20.02906 -12.48283
C 5.96664 -18.86126 -12.73540
O 4.97705 -18.74170 -11.66786
O 7.71769 -20.32790 -13.62165
H 6.45067 -20.92045 -12.22774
H 7.71954 -19.79678 -11.67657
H 5.33575 -18.87271 -13.62419
H 6.51523 -17.94064 -12.93439
H 4.46466 -17.93742 -11.77826
H 8.52395 -20.76865 -13.34367
C 13.39120 -20.93437 -11.08213
C 12.40038 -22.15103 -11.02188
O 12.10750 -22.50719 -12.33994
O 13.87980 -20.72407 -9.77073
H 12.80912 -20.03540 -11.28496
H 14.25983 -21.08012 -11.72426
H 11.53296 -21.70534 -10.53500
H 12.84590 -23.07177 -10.64526
H 12.59303 -23.31658 -12.51530
H 13.68662 -19.79265 -9.64136
C 1.80005 -27.35659 -2.68386
C 1.31572 -28.15654 -3.88959
O 1.90206 -27.52724 -5.01981
O 3.22360 -27.58774 -2.43846
H 1.31656 -27.69374 -1.76698
H 1.66333 -26.28251 -2.80948
H 0.22595 -28.13789 -3.90166
H 1.37622 -29.24399 -3.93327
H 1.64362 -27.93151 -5.85130
H 3.66591 -27.93403 -3.21695
C 8.46277 -21.17813 1.03838
C 7.67052 -20.85194 -0.29371
O 6.98126 -21.99385 -0.62866
O 7.65966 -21.24290 2.15708
H 9.14513 -20.36258 1.27785
H 9.05953 -22.09004 1.05843
H 8.36186 -20.59288 -1.09561
H 7.06560 -19.98119 -0.04078
H 6.22039 -22.08065 -0.04975
H 7.05272 -21.97533 2.02760
C 13.56117 -15.85727 -2.31103
C 12.13067 -16.46652 -2.55916
O 11.19535 -15.39982 -2.35050
O 13.90485 -14.89023 -3.29102
H 14.27755 -16.67808 -2.27659
H 13.55412 -15.43126 -1.30776
H 12.01020 -17.17422 -1.73894
H 12.08957 -16.83597 -3.58382
H 10.35921 -15.77540 -2.06519
H 13.38432 -14.09828 -3.13785
C 0.71255 -21.17960 -13.75142
C 1.33590 -22.10088 -12.76893
O 0.61831 -22.06963 -11.50066
O 0.57096 -19.83122 -13.24670
H -0.20037 -21.49726 -14.25517
H 1.39264 -21.08300 -14.59773
H 2.30465 -21.64494 -12.56459
H 1.67290 -23.00289 -13.27972
H 1.21036 -21.79281 -10.79749
H 0.14158 -20.02452 -12.41012
C 2.32160 -19.78332 -4.54749
C 1.52642 -19.38031 -5.82419
O 2.09647 -19.90566 -7.00346
O 3.38084 -18.83125 -4.42527
H 2.59863 -20.83357 -4.63882
H 1.80140 -19.78094 -3.58964
H 1.41570 -18.30073 -5.92587
H 0.49791 -19.73338 -5.74939
H 2.97535 -19.52827 -7.08560
H 4.09345 -19.03916 -5.03403
O 5.62636 -29.65679 -11.56268
H 5.63272 -29.63032 -12.51950
H 6.20866 -30.38277 -11.33881
O 1.87089 -29.20490 -9.51240
H 2.71082 -29.30391 -9.96067
H 1.36244 -29.96912 -9.78385
```

Summary:
Highest occupied orbital energy: -9.3 eV
E_LUMO: -0.09 eV
HOMO-LUMO gap: 9.17 eV

Formula: C8H18NO4S
Source: OMol25
Level of theory: wB97M-V/def2-TZVPD

XYZ file:
```
32
C8H18NO4S, DFT wB97M-V/def2-TZVPD
C -2.51413 -1.49930 0.70778
C -3.79462 -0.80166 0.13542
C -1.54271 -1.47297 -0.44014
C -3.50635 -0.88396 -1.41082
C 3.24013 2.35024 2.12581
C -1.36464 -0.66350 -2.69414
C 1.90782 2.38765 1.42663
C 2.53526 0.93040 -0.46948
N -2.13088 -1.08017 -1.55254
O 1.50321 -1.74703 -0.62772
O 2.01853 -1.47248 1.66177
O 1.69429 1.16854 0.58662
O 3.34644 -0.19387 -0.13229
S 2.65785 -1.71624 0.18252
H -2.02396 -0.82623 1.42994
H -2.52732 -2.48727 1.17277
H -4.62512 -1.54337 0.37508
H -4.04149 0.19362 0.51501
H 2.58605 -0.85667 2.18867
H -0.47378 -1.51074 -0.32962
H -4.02127 -1.75517 -1.99168
H -3.87373 -0.00196 -1.98601
H 3.03330 1.56697 2.93162
H 4.08082 2.21029 1.51561
H 3.22645 3.29727 2.61972
H -0.35264 -1.07696 -2.42815
H -1.77862 -1.06468 -3.66575
H -1.35388 0.46220 -2.66795
H 1.66439 3.29494 0.70799
H 1.19169 2.33649 2.18848
H 2.05004 0.64660 -1.31309
H 3.18889 1.80904 -0.76206
```

Summary:
Highest occupied orbital energy: -13.0 eV
Energy relative to the best compared isomer or geometry (same formula, charge and spin): 2.557 eV
Total charge: +1
E_LUMO: -3.81 eV
HOMO-LUMO gap: 9.24 eV

The records above yield largest force on an atom values of 3.3; 0.9; 0.5; 3.7; 3.3; 4.2 eV/Å, respectively.
The records above yield calculated total energy values of -15475.1560; -151713.3174; -108839.9876; -22738.8925; -85732.1912; -29094.3493 eV, respectively.